No. 1
A molecular structure, C40H51F6N6O4P2RbS2. Source: OMol25; level of theory: wB97M-V/def2-TZVPD.

Results
Highest occupied orbital energy   -1.273 eV
Charge   -2
LUMO energy   3.15 eV
Orbital gap   0.1624 Eh

Geometry (Å):
C -0.10883 0.38399 4.44318
C -0.94585 1.61474 4.90453
H -1.83046 -0.43244 3.32628
H -1.11558 -5.48565 0.84701
C 0.73805 -0.12092 5.65018
C 1.93430 -1.69030 -6.61802
C 4.11766 -0.82702 2.78998
C -0.15854 -4.73871 -1.44688
H -2.50155 5.11468 -1.87231
C 1.33325 -1.73978 -4.16883
C -1.54824 4.50877 -0.04577
S 0.59568 -3.78788 -5.65242
H -2.25800 -3.02510 2.14512
F -1.63553 2.11452 3.86412
H 1.82955 -4.29074 -0.71585
H 3.85420 -3.42376 0.07260
H 2.31743 -6.58811 0.26130
C -0.21213 2.66563 -1.55992
H 3.81342 2.84848 1.99924
C 2.64476 -1.16256 -7.69923
H 2.27344 2.01384 2.35194
C 0.80775 -5.70491 1.51748
N -0.45015 -4.95183 1.39208
C -0.74237 -3.57325 -0.61999
C -3.87655 -1.76222 1.52793
C -3.83580 0.17759 0.54182
N 0.07561 2.74950 -0.26219
S 1.31394 -0.95269 -2.66871
H -2.55748 1.21541 -0.86480
C -5.19535 -1.46824 1.22918
H -0.82567 -5.60761 -1.40908
F 1.39663 -1.24727 5.30193
N -4.76101 4.91612 -0.69551
F -0.18514 2.62522 5.37134
H -1.30780 3.41836 -3.24077
H -0.33948 3.67336 1.52858
O 1.61165 -4.83644 -5.68570
N 0.75632 -2.91769 -4.33079
N -7.02870 5.53812 -1.08162
H -0.12160 -4.41644 -2.49100
H 2.50556 -1.62088 -8.67081
C 3.63758 0.47339 -6.24636
H 3.33356 -3.67618 1.74187
F 1.67653 0.74977 6.05180
H 1.76812 -5.60882 -1.85518
O 0.41356 -2.84762 1.35787
Rb 0.21063 -0.13570 1.24198
H 5.60306 -1.01356 0.18339
C 3.37617 3.16101 -1.09017
C 4.61426 -0.57608 0.00574
F -1.85268 1.35316 5.87154
C -0.57588 3.65279 0.46491
C -5.16761 -0.19194 0.58339
H 0.66688 -6.53564 2.20994
C -5.94332 4.79505 -1.29378
C 2.07169 -1.14945 -5.33815
H -0.39855 -2.62166 -1.02514
H 0.68184 -7.07247 -0.14416
P 2.95047 1.71340 -0.02311
H 3.03051 0.34217 -4.18396
C 1.25211 -5.17876 -0.99542
H 3.63185 -1.40921 3.57676
H -0.57706 -1.62243 3.72615
C -1.78815 4.44849 -1.41495
C -3.33771 -2.95067 2.27662
O 1.08162 -2.70417 -6.89849
H 1.53474 -5.03147 1.96763
H 2.51306 3.82395 -1.17530
C 2.93713 -0.06574 -5.18275
H 4.28734 -0.87886 -0.99514
H -6.02732 4.00515 -2.03156
H 3.63525 2.80735 -2.09050
O 0.71770 0.75982 3.45427
H -3.51025 -2.88780 3.35866
H -2.66873 1.98071 0.72153
H -1.52860 5.66314 1.75370
C -3.38190 6.01215 1.01117
C 3.95484 -3.05406 1.09531
C -2.18450 5.43092 0.91836
H -5.63919 7.42856 1.31969
C 2.82556 2.59650 1.60419
C -5.71701 6.67274 0.54893
H -3.78568 -3.89091 1.93517
C -1.11738 3.51295 -2.17978
C -4.63629 5.85672 0.23466
N -3.03747 -0.77050 1.10581
H 3.89967 0.21985 3.01245
C 1.29511 -6.21138 0.15124
C -1.12367 -0.75159 4.10090
F 0.02027 -0.43573 6.75512
C -0.24143 -3.69914 0.79373
H 5.00112 -3.14013 1.40453
H 4.02204 0.32828 -8.36528
H -7.76353 7.09355 0.04921
H 4.21963 3.72592 -0.67993
H -1.83694 -3.55845 -0.63219
P 3.38094 -1.30769 1.16906
C -3.23777 1.42593 -0.03209
H -4.01501 2.09820 -0.40574
C -6.89235 6.47749 -0.14938
H 0.32059 1.89831 -2.11947
C 4.65872 0.95743 0.08681
H -6.06149 -2.08123 1.45414
H -3.50601 6.66499 1.86884
H 5.19950 -0.99879 2.81943
H 5.25684 1.35710 -0.73503
H 5.14133 1.27569 1.01479
C 3.48423 -0.08154 -7.51779
H 4.29632 1.31814 -6.08929
H 2.27341 3.52661 1.44724
H -6.00569 0.37681 0.19480
H -1.69395 -1.05068 4.98114

---

No. 2
A molecular structure, C40H51GeN9OTi. Source: OMol25; level of theory: wB97M-V/def2-TZVPD.

Results
Highest occupied orbital energy (spin up / spin down)   -4.410 / -4.412 eV
<S²>   2.01
Charge   0
LUMO energy (spin up / spin down)   0.30 / 0.29 eV
2S+1   3
Orbital gap (spin up / spin down)   0.1730 / 0.1728 Eh

Geometry (Å):
C 1.91055 -1.28082 2.88212
C -1.30335 1.86106 2.32761
C -0.29773 1.19375 3.03518
H -0.24039 -0.32604 -6.88391
H -2.51612 -5.02118 1.47938
N -3.52792 1.57705 -0.65998
N 2.14679 2.99781 0.90435
H 3.86821 0.60862 1.99203
C 3.37296 2.70223 1.63087
H -2.45214 2.85909 -4.24447
N 2.61569 0.89580 0.33018
N 0.18477 0.29139 -4.91065
H 0.73055 -2.14747 -1.94380
H 0.35677 2.53470 -7.09017
H 0.27739 3.88913 1.26010
H -4.45517 1.17322 -0.60062
H -1.67676 1.43288 1.40282
H -2.86009 -0.75545 0.85883
C -0.04643 -0.81464 0.51088
H -1.71870 4.17773 -5.16906
H -2.52873 -0.11994 3.89516
C 0.05886 -3.00971 -1.83284
H -0.07896 3.65545 -3.13817
C -1.18835 -4.11172 0.02745
C -1.07837 -1.68808 3.61068
N -0.38622 1.57232 -3.03092
N -1.11769 -1.63490 -0.07711
H 0.59349 3.95466 -1.01618
C 3.74439 1.29761 1.15978
Ge 0.09798 -0.63860 2.44280
N -0.71891 2.30604 -5.28217
H 1.10171 -0.41548 -3.19019
H 1.33515 0.43282 -6.66206
H 0.90718 1.28654 4.82075
H -0.77454 -5.05628 -0.32913
H -3.68484 -2.78989 1.85244
C -1.37770 3.61982 3.96861
C -0.33953 1.84507 -6.61036
C -1.54337 -2.03819 -3.40814
C -1.92613 3.10683 -5.15982
H 0.00250 3.41764 5.59902
C -0.75501 -2.99926 3.95160
H 3.92375 -3.84149 1.87346
C 3.60876 -2.96204 2.42253
C 4.45260 -2.39579 3.36933
H 1.07431 -1.56775 -4.52676
H 1.59416 5.03874 0.94382
H -1.22403 1.77135 -7.24609
C 2.76936 -0.74257 3.84262
C -2.80188 -2.85354 1.22329
C -3.07694 -1.88033 4.96765
H 4.66807 1.28821 0.57286
C -2.37213 -1.70130 0.67743
C -0.31514 1.42396 -4.30481
H 2.46680 0.11790 4.42268
H -3.98204 -1.43586 5.36486
C 1.19667 -0.51521 -4.26701
H 2.20406 -0.19180 -4.55469
C -0.72007 -2.96757 -0.58060
H -0.85079 3.17247 -0.36589
C -1.58308 -3.74901 4.78224
O -1.49019 -0.96469 -2.79193
H -1.31946 -4.77136 5.02441
N -0.72792 -3.04811 -3.11717
C 0.28748 0.46791 -6.35267
H 3.73182 0.37100 -1.37611
C -2.74523 -3.19252 5.29030
C 1.33142 4.08602 1.40896
H 5.43013 -2.82260 3.55641
H 1.70784 -2.87298 1.44124
H -2.59134 2.87770 -5.99552
H 1.49158 4.16814 2.48490
H -1.62757 3.18881 -2.43567
H 3.22934 -0.98236 -0.33003
C -0.36223 2.98794 4.67384
H -3.39118 -3.77450 5.93623
H 4.67156 -0.84473 4.83450
C -2.17377 -4.11552 1.00386
H -2.05701 -2.59788 -5.41701
C -0.01178 3.04578 -1.05388
H -3.02131 -1.26555 -4.72703
H -3.30478 -2.93583 -4.20896
C -2.25073 -1.13966 4.13700
H -2.64532 3.53222 2.23566
H 0.69580 -3.89426 -1.86077
H 0.14678 -3.45602 3.56152
H 0.90513 -1.28214 0.22801
C -2.54275 -2.21791 -4.51795
C 2.35503 -2.40967 2.18215
C 0.16504 1.78543 4.21363
H 2.04665 -0.17035 -1.35630
H -1.80443 4.54349 4.33958
C 1.74211 1.94937 0.12979
C 4.02674 -1.28676 4.08413
C -2.46781 1.02952 -0.87199
C -1.84859 3.05298 2.79238
N 0.74315 1.85692 -0.68516
H 3.17937 2.72853 2.70691
C 2.92414 -0.01910 -0.74251
H 4.14483 3.44237 1.40926
H -0.99986 -3.95882 -3.45841
Ti -0.74405 0.13557 -1.20464
C -0.57287 2.92360 -2.49072

---

No. 3
A molecular structure, C40H51O2RhSeSi. Source: OMol25; level of theory: wB97M-V/def2-TZVPD.

Results
Highest occupied orbital energy (spin up / spin down)   -7.247 / -7.489 eV
<S²>   6.02
Charge   0
LUMO energy (spin up / spin down)   0.48 / -1.64 eV
2S+1   5
Orbital gap (spin up / spin down)   0.2840 / 0.2149 Eh

Geometry (Å):
H 5.68112 0.70440 0.28949
C 0.55387 -1.23135 4.98282
C 0.94200 -3.81543 -4.48990
H 1.14323 -3.01189 -5.18522
C 1.85768 -0.36511 -0.70222
H 3.23439 -4.91897 -4.38250
C -1.31818 4.10181 -1.17002
H -3.77268 3.91045 -2.52188
C -1.99755 -0.11305 -0.10223
C -0.20028 3.51498 6.19866
H -0.46133 -2.90627 5.96424
H -1.32663 4.07610 -2.27741
C -2.77094 2.09331 -0.59609
H 6.09188 0.59342 -2.43043
H -6.83227 -1.99335 -1.83605
H 0.62968 4.82929 7.70595
H 5.41519 -1.00434 -0.03290
H 4.14933 0.01750 0.78603
C -2.69499 3.59736 -0.64174
H 4.76396 0.12230 -3.45240
H -6.77457 0.01858 -3.27444
H 4.92272 2.21686 -1.80549
C 1.39110 2.27799 4.94451
Si 1.94536 0.96620 3.68838
H 3.50193 2.70290 5.20914
H -3.62656 5.30942 -1.54305
C -3.91447 0.03287 -1.45057
H 0.88576 -4.82980 -4.93256
H 3.78050 2.17876 -0.40840
H -4.84762 4.17884 -0.99343
H -3.84687 3.84782 1.21339
H 1.63677 -6.00736 -2.89358
C 2.94553 -1.68790 -2.44276
H -6.66013 -0.74136 -0.60136
C 4.25608 0.20989 -1.31328
H -0.72065 1.94609 4.89882
C 0.88865 4.11357 6.90709
C 2.43656 3.00260 5.51005
H -0.09586 -3.06777 -1.66818
C 0.76628 -1.28104 -0.71096
C 1.54244 -0.89273 4.04090
C -1.85969 1.31036 0.07433
C 3.31963 -4.00623 -3.82116
C -2.93471 4.12343 0.78781
H -4.10921 -2.39167 -2.70742
C 1.86604 -3.83209 -3.26894
H 0.21564 -0.43404 5.57098
C -6.09629 -1.40457 -1.21210
H -0.41468 3.56121 -0.77211
H -1.21796 5.07853 -0.81415
C -3.84572 4.28062 -1.50259
H 0.60758 -5.11985 -1.88274
H 0.49661 -4.59277 4.46217
C 2.21552 3.91145 6.52369
H 3.17257 1.85033 -2.16928
H -6.32339 1.18138 -1.98008
C 4.96141 -0.04311 0.04811
C -4.53500 -1.52675 -3.20224
H 4.07337 -4.14536 -3.07066
H -3.12468 -1.80688 -0.72648
C 1.81290 -2.53661 -2.44513
H 2.12943 -5.21519 -1.43975
C 0.76454 -3.52896 4.32178
C 3.99685 1.78129 -1.42743
C -3.72059 1.42303 -1.35000
C 0.15957 -2.60181 5.14321
H -0.05922 -3.61340 -4.11247
H 2.88129 -1.69842 2.49822
H -1.20745 3.79065 6.48118
H -2.95748 5.22002 0.74837
H -5.61486 -2.11142 -0.58540
Se -0.63461 -1.17718 0.60436
O -0.88460 1.73323 0.88852
C -3.00935 -0.73247 -0.78364
H -2.09067 3.85432 1.43607
H 3.78943 -1.90213 -3.10452
H 2.23092 -3.94758 2.80921
H -5.42209 1.16139 -3.50567
Rh 0.56180 0.76823 1.63700
H -4.55016 2.02310 -1.69134
C 1.55787 -5.05175 -2.33959
C 2.14363 -1.86810 3.27552
C 0.68793 -2.32478 -1.63554
C 3.01348 -0.66578 -1.52736
H 3.38417 1.08709 3.55233
C 1.74255 -3.19339 3.41834
H -3.73434 -0.97630 -3.79861
C 0.07259 2.54162 5.27091
H -5.32754 -1.79606 -3.88037
C -5.97837 0.54884 -2.79894
C 5.25274 -0.07557 -2.45830
H 5.56299 -1.08182 -2.52845
C -5.07429 -0.56273 -2.14737
H 3.59583 -3.11200 -4.43466
O 1.94944 0.64921 0.16172
H 3.00815 4.50189 6.93025

---

No. 4
A molecular structure, C40H52AsB2F2KN4O9P. Source: OMol25; level of theory: wB97M-V/def2-TZVPD.

Results
Highest occupied orbital energy (spin up / spin down)   -2.414 / -1.896 eV
Charge   -1
LUMO energy (spin up / spin down)   2.09 / 2.08 eV
Orbital gap (spin up / spin down)   0.1654 / 0.1462 Eh

Geometry (Å):
O 0.69860 -0.08711 3.76963
C 1.30825 -1.38303 3.69549
H -2.26775 3.61526 -5.58845
O 0.98170 0.82604 -0.48584
N 2.28659 2.51550 -1.13148
B 1.45282 -4.17704 1.32042
C -3.46738 -0.95534 4.34057
H -4.04154 -0.39071 3.61414
C -2.42817 1.81403 -3.04334
H -0.89559 2.69742 -0.93611
H 3.22733 4.99209 -5.34411
C 0.08027 2.74085 -4.96437
H -4.40697 -3.16271 2.56190
N -2.79420 0.49971 -0.99934
H 5.87178 -0.94197 -3.31543
O -3.02794 2.78103 -3.86735
O -0.65824 -2.86344 -1.00483
B 2.54299 -3.33997 0.48229
C -2.57059 -1.92329 3.89832
H -1.89902 1.59164 4.24644
H 1.67622 -1.23082 -2.63489
C 2.42003 3.00551 -5.53067
H 1.24298 -1.82284 -4.26458
H -3.03383 -1.24454 7.68681
O 3.72936 -2.73429 1.03198
C 2.67144 2.00541 3.13312
P 0.45042 0.70202 2.34556
C 6.14235 -1.10140 -1.19854
H -6.09559 2.53371 -0.43350
O -4.20593 -1.94090 0.90861
H 3.35106 2.57458 -5.87882
C -2.02679 -2.41530 6.19419
H 1.16970 -4.73852 -3.87436
H -3.11737 2.07027 -5.79085
C -1.71744 -3.04577 -3.69024
H 2.97746 1.83034 -1.39741
H 4.43729 1.88229 1.91596
H -0.07247 -5.48473 -2.83147
C -1.70725 1.95204 3.23134
H -4.30299 0.07909 6.01659
H 1.33650 1.16186 -5.67758
C -3.65563 -2.90639 1.81463
C 0.85968 -1.53554 -3.28493
H -4.58274 3.09610 -2.31213
H 2.54997 3.09003 3.06215
H -1.49014 -3.21534 -4.74226
H -2.18318 3.64558 1.99240
H -1.73943 4.06538 3.65688
C 2.35854 4.35788 -5.22221
C 0.01633 3.01897 -0.43374
H 1.49432 -1.39967 5.83392
C 1.10553 2.02004 -0.70491
H -2.19452 -2.07140 -3.56827
C 4.24091 -1.99762 -2.40560
C 0.04283 4.08682 -4.60488
H -0.16837 3.01604 0.64175
H 1.95463 -1.45663 2.81454
C 1.29182 2.21084 -5.40864
H 4.25734 0.54845 3.05747
O -0.29342 1.99470 3.02196
O 2.58152 -3.10394 -0.95029
C -2.27527 3.34557 3.03670
C -2.43865 2.63523 -5.14025
H 0.29170 4.02166 -0.75625
C 3.72940 -2.42947 -1.19771
H 6.17838 -1.40444 0.94718
H 1.44195 -4.90494 -2.11318
H -2.16040 1.25182 2.52761
C -4.35603 2.28187 -1.63906
C 5.63630 -1.55685 0.02385
O 1.89597 1.39855 2.10466
C -3.15539 1.53230 -1.86290
C 1.16386 4.89089 -4.74777
H -3.33233 3.35818 3.30559
H -1.46554 -2.99694 6.91510
H -1.02163 1.04944 -5.62545
C -5.18661 1.97202 -0.61086
K -0.34824 -0.88545 -0.13892
H 0.16483 -0.69554 -3.38297
H 4.76240 2.14858 3.64308
C -2.90411 -1.43257 6.62851
N -2.33532 -0.95621 1.64695
H 7.09056 -0.57795 -1.21241
H 2.41360 -2.67193 4.99344
H 3.72304 -2.18377 -3.33650
C -3.62138 -0.69824 5.69318
C -3.33537 -0.90429 0.86965
C 5.46040 -1.30925 -2.38300
As -0.15137 -3.00823 -2.53937
C 4.12637 1.62342 2.92842
H 1.10513 5.94433 -4.49778
H -5.50930 0.55566 1.02091
H -0.88182 4.51665 -4.23662
C 4.41855 -2.20711 0.00446
H 2.32028 1.67880 4.11405
C 2.10788 -1.62616 4.96042
H 2.99645 -0.99332 4.98379
C -4.86411 0.87390 0.21408
C -3.66711 0.21806 -0.03600
F 0.42155 -4.92444 0.80512
H -2.39885 -3.81344 -3.32609
H -1.15355 -3.41344 4.50886
C -1.85092 -2.65169 4.83885
C -1.14238 1.84856 -4.88331
C -2.41579 -2.19721 2.42145
H -3.38413 -3.79552 1.24511
H 2.32631 3.40436 -1.59152
C 0.70409 -4.72256 -2.88916
F 1.45260 -4.27517 2.70277
N -1.35881 1.25532 -3.55830
H -1.50778 -2.78298 2.25350
H 0.52647 -2.13735 3.60050